1.
Molecular formula: C2H6LiS
Method: DFT, wB97M-V/def2-TZVPD

Energy ... -13205.286 eV
F_max ... 0.84 eV/Å
Frontier orbital gap ... 7.750 eV

Geometry as ORCA input:
```
! RIJCOSX wB97M-V def2-TZVPD def2/J DEFGRID3
* xyz 1 1
C -0.81 -3.62 0.89
H -1.38 -0.71 3.12
S -1.48 -1.96 1.09
Li -2.85 -0.21 -0.79
C -1.03 -1.71 2.82
H 0.28 -3.64 1.07
H -1.51 -2.46 3.47
H 0.06 -1.76 2.96
H -1.29 -4.33 1.57
H -1.00 -3.94 -0.15
*
```

***

2.
Molecular formula: C2H6N2
Method: DFT, wB97M-V/def2-TZVPD

Energy ... -5148.034 eV
F_max ... 4.43 eV/Å
Relative energy (zero: lowest compared OMol25 entry of this formula, charge and spin) ... 89.61 kcal per mole
Frontier orbital gap ... 10.634 eV

Geometry as ORCA input:
```
! RIJCOSX wB97M-V def2-TZVPD def2/J DEFGRID3
* xyz 0 1
C 1.13 -0.36 0.40
H -2.11 -0.73 -0.18
H 1.41 0.32 1.21
N -0.18 -1.00 0.51
C -1.13 -0.28 -0.02
H 1.92 -1.11 0.29
H 1.31 0.26 -0.51
H -0.62 0.15 -1.14
N -1.09 1.04 -0.59
H -0.64 1.69 0.05
*
```

***

3.
Molecular formula: C2H6N2
Method: DFT, wB97M-V/def2-TZVPD

Energy ... -5149.761 eV
F_max ... 1.91 eV/Å
Relative energy (zero: lowest compared OMol25 entry of this formula, charge and spin) ... 49.78 kcal per mole
Frontier orbital gap ... 9.617 eV
SMILES ... C=NNC

Geometry as ORCA input:
```
! RIJCOSX wB97M-V def2-TZVPD def2/J DEFGRID3
* xyz 0 1
H -0.80 1.00 -1.72
H 1.19 0.10 -0.44
C -0.74 -0.04 -1.41
C 0.61 0.11 1.82
N 0.21 -0.25 -0.34
H 0.25 0.16 2.83
H 1.69 0.12 1.67
H -0.46 -0.65 -2.26
N -0.23 -0.19 0.90
H -1.72 -0.36 -1.05
*
```

***

4.
Molecular formula: C2H6N2O
Method: DFT, wB97M-V/def2-TZVPD

Energy ... -7194.742 eV
F_max ... 6.31 eV/Å
Relative energy (zero: lowest compared OMol25 entry of this formula, charge and spin) ... 66.87 kcal per mole
Frontier orbital gap (spin up / spin down) ... 2.469 / 6.623 eV
<S²> ... 0.75

Geometry as ORCA input:
```
! RIJCOSX wB97M-V def2-TZVPD def2/J DEFGRID3
* xyz -1 2
H -0.79 -1.19 -3.82
N -0.13 -0.82 -3.13
H 0.45 -2.61 -2.50
C -0.02 -1.68 -2.11
H 0.62 2.46 4.15
H 0.84 -2.16 -0.67
O 0.25 3.60 2.50
H -0.29 -0.66 -0.30
C -0.01 2.72 3.33
H -0.92 2.01 3.24
N 0.01 -1.66 -0.70
*
```